(1)
{"formula": "C22H25N3O3S2", "method": "the ωB97M-V functional and the def2-TZVPD basis", "e_above_lowest_kcal_mol": 432.89, "smiles": "Cc1[nH]c2ccccc2c1SCCNC(=O)c1ccc(S(=O)(=O)N2CCCC2)cc1", "spin_multiplicity": 1, "charge": 0, "gap_ev": 6.703, "lumo_energy_ev": -0.7171, "e_homo_ev": -7.420, "species": ["H", "H", "H", "O", "C", "C", "H", "C", "H", "C", "C", "O", "C", "C", "N", "O", "H", "H", "H", "C", "N", "C", "H", "H", "C", "H", "H", "C", "C", "H", "H", "H", "S", "H", "C", "H", "H", "C", "H", "H", "H", "C", "C", "C", "C", "H", "C", "C", "H", "C", "S", "C", "H", "N", "H"], "xyz": [[-2.8388, 2.0755, -5.0347], [0.0484, 3.3318, -0.8258], [-1.8807, -2.4886, -1.6498], [-2.6516, 1.7688, -1.4453], [-1.2398, 3.7895, -2.5704], [1.1790, 0.1953, -1.3028], [-1.9842, -1.1660, 2.2448], [-0.0255, 1.1808, -3.5765], [3.0661, -3.5545, 5.3981], [-1.8659, 1.5130, -5.3202], [-0.0124, 4.1613, -3.4262], [1.0142, 0.0276, 4.9417], [0.4809, 1.1510, 2.0702], [0.1258, 0.2689, -2.3845], [-0.7345, 3.2447, -1.2933], [-0.7598, -1.7831, 4.3774], [1.5822, -1.3213, 0.2324], [-1.5118, 4.8573, -2.4610], [-2.6064, -0.8228, -3.8388], [-0.3154, 0.2233, 2.6629], [-1.7483, -0.1853, -3.5366], [0.3456, 1.7886, 0.9519], [1.2982, 1.5382, 2.6598], [3.5246, -3.8613, 3.7744], [-1.4119, -0.3775, 1.8249], [-1.8591, 3.2461, -3.1035], [0.6980, 4.7530, -3.0056], [-0.3769, -1.8905, -0.4539], [-1.1997, 0.9417, -4.2210], [3.7078, -1.7210, 2.9006], [-0.1817, 4.3350, -4.6206], [-2.8557, 0.2743, 0.3130], [0.4533, -0.8948, 3.9607], [0.8111, 2.6625, 0.6709], [-1.6917, 2.0470, -0.7828], [-2.1271, 0.8492, -6.1082], [-0.1175, -3.0956, 2.6830], [-0.8840, -0.6835, -2.4397], [-1.0238, 2.3126, -5.8938], [2.0465, 0.6894, -1.2696], [-0.2485, -2.5392, 0.1459], [2.7795, -2.1145, 3.5775], [-1.9583, 0.4390, 0.9429], [-1.0399, -1.7229, -1.5961], [1.1447, -3.2814, 2.8476], [1.4790, -3.3830, 1.7564], [-1.2341, 1.4217, 0.4293], [1.3609, -4.2136, 4.0835], [0.8462, -3.9081, 4.9217], [0.8385, -1.0323, -0.4005], [0.9821, 2.4553, -3.6030], [2.9005, -3.4316, 4.2814], [2.6167, -1.2661, 4.4924], [1.4676, -1.8070, 3.1567], [1.5873, -4.9967, 3.8623]], "forces_ev_per_angstrom": [[1.68, -0.64, -0.42], [4.79, 1.06, 1.78], [0.68, 1.24, -0.86], [-0.15, 0.02, 0.33], [6.40, 5.57, 2.80], [-7.86, -7.27, -0.47], [-0.03, -1.00, 0.24], [-1.72, -1.74, 2.58], [0.35, 1.04, -1.46], [0.28, 5.00, -2.80], [-1.56, -5.33, -4.75], [0.51, -1.54, -1.06], [3.12, 0.97, 3.86], [2.68, 0.50, 0.87], [-9.96, -4.47, -1.98], [4.20, 2.72, -1.06], [1.87, -0.48, 2.16], [-1.48, -0.59, 0.55], [2.64, 2.31, 0.61], [-2.18, -5.41, -2.13], [-1.53, -3.13, 0.26], [-8.92, -1.44, -3.13], [0.59, -0.41, 0.51], [6.95, -5.77, -4.92], [3.06, 0.50, 6.69], [-3.22, -2.90, -1.81], [1.77, 1.98, 1.17], [5.20, 11.24, -7.38], [0.67, -4.19, 3.58], [-2.53, -1.32, 1.33], [-0.02, 0.32, 3.32], [0.22, -0.39, 0.99], [-7.80, 0.66, 1.60], [1.27, 1.30, -0.73], [2.54, 4.27, -2.49], [-0.22, -0.90, -0.49], [3.23, -1.30, 0.12], [-1.11, 3.56, -3.50], [-2.66, -2.07, 1.81], [3.03, 1.91, 0.20], [0.14, -9.12, 7.60], [2.89, 7.10, 5.10], [-1.99, 0.76, -3.66], [-4.83, -3.53, 0.48], [-8.41, 1.82, -2.08], [0.29, -0.73, 2.04], [6.28, 3.18, -0.05], [1.35, 19.22, 0.31], [-1.69, 0.03, 1.34], [-1.45, 3.76, -3.79], [3.20, 4.22, -1.00], [-7.90, 2.15, 6.06], [2.75, -1.77, -1.62], [0.91, -4.45, -2.58], [3.69, -16.51, -4.03]]}


(2)
{"formula": "C7H8N2O2", "method": "the ωB97M-V functional and the def2-TZVPD basis", "e_above_lowest_kcal_mol": 38.04, "smiles": "C=CC1=CCC(=O)NC(=O)N1", "spin_multiplicity": 1, "charge": 0, "gap_ev": 9.336, "lumo_energy_ev": 0.3881, "e_homo_ev": -8.948, "species": ["C", "H", "H", "N", "H", "C", "C", "H", "H", "O", "H", "H", "C", "H", "O", "C", "N", "C", "C"], "xyz": [[-2.0507, 1.1022, 0.0573], [1.1062, 1.8558, -0.0421], [-0.9916, 1.0929, -1.8479], [-0.1330, -1.3746, -0.2338], [-3.0307, -0.3356, 0.8405], [0.6962, -0.2618, -0.0858], [-1.4906, -1.4410, -0.0490], [-0.9945, 2.5178, -0.8181], [1.7438, -1.6331, 1.1697], [-2.0682, -2.5006, -0.0197], [0.4846, -2.2135, -0.4041], [3.9878, -0.4321, 0.9690], [3.0996, -0.2515, 0.4349], [3.1757, 0.5087, -0.4304], [-2.7356, 1.8682, 0.6586], [-0.9333, 1.4697, -0.8743], [-2.1208, -0.2398, 0.2815], [0.3858, 1.0626, -0.2235], [1.8693, -0.7943, 0.6173]], "forces_ev_per_angstrom": [[2.37, -0.90, -1.16], [-0.07, -0.44, 0.40], [-0.47, -0.60, -1.51], [0.55, -0.16, -1.41], [1.82, -0.77, -1.04], [0.01, 1.22, 1.51], [0.58, -0.52, 0.14], [0.18, 1.50, -0.75], [-0.52, -2.22, 2.12], [-0.39, 0.05, -0.10], [-2.17, 0.84, 0.25], [0.79, -0.67, 0.56], [-2.18, 1.24, -2.24], [0.00, -0.99, 1.72], [-1.04, 0.85, 0.37], [0.92, 0.55, 2.22], [-3.62, -0.90, 2.11], [-0.19, -1.90, -1.02], [3.43, 3.82, -2.19]]}


(3)
{"formula": "C2H8ClN2O2", "method": "the ωB97M-V functional and the def2-TZVPD basis", "e_above_lowest_kcal_mol": 68.42, "spin_multiplicity": 1, "charge": 1, "gap_ev": 9.168, "lumo_energy_ev": -5.0346, "e_homo_ev": -14.203, "species": ["H", "H", "H", "N", "N", "Cl", "H", "H", "H", "O", "O", "C", "C", "H", "H"], "xyz": [[-1.4027, -1.5922, -1.2274], [1.0243, 0.2804, 1.3101], [-3.1644, -0.9473, 0.1142], [-2.3749, -0.4232, 0.0965], [0.1521, -0.1391, 0.9919], [4.0594, 0.2248, 0.5296], [-1.6040, 0.0832, -1.9377], [-2.6540, 0.5373, 0.1804], [1.7831, 0.0301, -0.5159], [2.5388, 1.1405, 0.7032], [0.9979, -0.0938, -1.0593], [-0.0333, -0.2920, -0.2763], [-1.3610, -0.5748, -0.9225], [2.7249, 2.0089, 0.3008], [-0.6860, -0.2428, 1.7126]], "forces_ev_per_angstrom": [[0.43, -0.96, -0.55], [-0.15, -0.32, 0.14], [-2.44, -2.34, -0.53], [2.80, 2.62, 0.58], [-2.82, -0.23, 2.70], [-1.45, 1.03, 0.23], [1.30, -1.47, 2.57], [-0.15, 0.34, 0.11], [0.64, 0.36, 0.04], [1.96, -0.60, -0.18], [-1.35, -0.79, -0.59], [0.73, 0.82, -1.10], [-1.80, 1.51, -1.14], [0.17, -0.16, 0.14], [2.12, 0.16, -2.40]]}


(4)
{"formula": "C5H12OSSi", "method": "the ωB97M-V functional and the def2-TZVPD basis", "e_above_lowest_kcal_mol": 60.31, "spin_multiplicity": 1, "charge": 0, "gap_ev": [7.852, 7.413], "lumo_energy_ev": [-0.3167, 0.3166], "e_homo_ev": [-8.169, -7.097], "species": ["Si", "C", "H", "H", "C", "C", "H", "H", "H", "C", "H", "H", "O", "H", "H", "H", "C", "H", "S", "H"], "xyz": [[1.2077, -0.5108, -0.3677], [1.4735, 1.7631, 1.0623], [-2.0305, -0.1546, -2.3349], [-2.1753, 1.4572, -1.5625], [-2.4908, -0.2735, -0.1201], [-1.5004, -0.0652, 1.0870], [-1.9290, -0.5200, 2.0388], [0.5312, 2.0000, 0.7112], [1.4525, 1.6932, 2.1150], [-2.0744, 0.3819, -1.3594], [2.1082, 2.5565, 0.9565], [3.2070, -1.9674, -0.3002], [2.0048, 0.6556, 0.3886], [2.9233, -1.1262, -1.8953], [-3.4425, 0.0775, 0.2236], [-1.2285, 0.9506, 1.1711], [2.4878, -1.6839, -1.0897], [2.2667, -2.5771, -1.4420], [-0.0931, -1.3674, 1.1742], [-2.6984, -1.2896, -0.4565]], "forces_ev_per_angstrom": [[-1.67, -1.50, 0.04], [0.51, -1.35, 0.17], [0.04, 0.09, 1.11], [0.19, -0.31, 0.62], [0.85, -0.40, 0.08], [-0.92, -4.25, 0.66], [-0.22, 1.46, -1.06], [-2.00, 0.65, -0.76], [-0.32, -1.07, 1.41], [0.48, 0.90, -2.07], [1.70, 2.26, -0.96], [0.14, 0.79, -0.23], [1.28, 0.69, 0.24], [0.78, 0.32, -0.27], [-0.76, 0.65, 0.25], [0.55, 0.90, 0.28], [1.15, 3.48, 2.55], [-2.04, -4.03, -1.87], [-0.18, 1.18, -1.16], [0.46, -0.45, 0.97]]}


(5)
{"formula": "C36H39ClP2Pt", "method": "the ωB97M-V functional and the def2-TZVPD basis", "e_above_lowest_kcal_mol": 0.00, "spin_multiplicity": 5, "charge": 2, "s2": 6.03, "gap_ev": [6.533, 4.470], "lumo_energy_ev": [-5.5062, -9.5526], "e_homo_ev": [-12.040, -14.022], "species": ["C", "C", "P", "H", "H", "C", "C", "C", "C", "C", "C", "C", "H", "C", "H", "P", "H", "H", "H", "H", "C", "C", "C", "C", "H", "C", "H", "Cl", "H", "H", "C", "H", "C", "C", "C", "H", "H", "H", "H", "C", "H", "H", "C", "H", "H", "C", "H", "H", "C", "C", "H", "Pt", "H", "H", "H", "H", "H", "H", "C", "H", "C", "C", "H", "C", "H", "H", "C", "C", "H", "H", "H", "C", "H", "H", "C", "C", "C", "C", "C"], "xyz": [[-3.6611, -1.4549, -6.1342], [-0.6587, 1.0765, 0.7670], [-0.2728, -1.6276, -2.5407], [-1.4515, 1.8316, 0.7074], [-5.2374, -0.5398, -3.1420], [-2.6456, 5.1114, -1.7190], [-2.1568, -4.6704, -0.4337], [0.4636, -1.6051, 0.4903], [-5.4963, -2.5530, -3.9501], [-2.9141, 3.7636, -1.4677], [-3.1341, -3.4813, -3.8655], [0.0237, -4.4639, -2.1759], [0.2816, -6.5755, -1.8195], [1.5921, -2.2137, -4.5344], [-2.2865, 1.2221, -4.1261], [-2.2519, 1.0213, -1.6678], [-0.1322, -1.8274, 1.3807], [-1.5130, -1.7459, -6.2629], [-7.1542, 0.0241, 1.1610], [-1.1828, 6.5725, -2.3734], [-5.0507, 0.9437, -1.3806], [1.4098, -1.8481, -3.1870], [-2.3882, -2.3344, -5.9542], [-6.2349, 0.5837, -0.7237], [-0.6359, -0.5135, -4.7411], [-0.3180, -5.6913, -1.5980], [-4.5178, -3.7761, -5.4570], [1.9239, -0.8019, 1.0609], [0.7304, -2.3875, -5.1837], [0.2002, 2.4883, -2.0694], [-1.3773, 5.5248, -2.1379], [-6.3669, -2.5658, -4.6317], [-4.1328, -0.6871, -4.9286], [-3.8127, 0.7916, -0.7354], [2.5339, -1.6339, -2.3725], [5.0069, -2.2315, -4.6495], [-1.6806, -6.7680, -0.2892], [0.8914, -4.3937, -2.8347], [-2.9667, -3.9580, -2.9015], [-5.0076, 0.2193, 1.3141], [-2.4549, -2.5574, -0.7890], [-5.0835, 1.3096, -2.4072], [-1.8817, 0.5537, -3.3645], [-4.4700, -2.0903, -6.5199], [-1.1046, -3.1203, -4.3731], [-0.7461, -3.3149, -1.9005], [-3.4363, 5.8509, -1.5988], [0.6527, 4.9019, -2.5241], [-1.9043, 2.8080, -1.6875], [4.0041, -2.1340, -4.2410], [-3.8964, 3.4487, -1.1134], [-0.7609, -0.3951, -0.7259], [2.3863, -1.3497, -1.3256], [-7.1705, 0.5758, -1.2802], [0.7790, -2.5354, 0.0068], [-4.9169, -4.6333, -3.9612], [-2.4529, -3.1705, -6.6728], [-3.9653, 0.3940, -5.0062], [3.8143, -1.7848, -2.8991], [0.3144, 1.5577, 0.6129], [-1.8381, -3.4357, -1.0034], [-0.6001, 3.2293, -2.0025], [-5.8919, -2.7679, -2.9467], [-4.8661, -1.1873, -3.9338], [3.0158, -2.6298, -6.0870], [-4.9784, 0.0057, 2.3842], [-3.8096, 0.4517, 0.6342], [-6.2230, 0.2505, 0.6322], [-2.8656, 0.3665, 1.1719], [4.6825, -1.6274, -2.2609], [-3.4362, -0.7196, -6.9251], [-2.1609, -2.9174, -4.5927], [-3.0033, -4.7312, 0.2490], [-0.6794, 0.5544, 1.7293], [-0.3480, 4.5831, -2.2430], [2.8798, -2.3507, -5.0457], [-1.4073, -5.8083, -0.7323], [-4.5363, -3.6802, -4.3653], [-1.0236, -0.4647, -3.7221]], "forces_ev_per_angstrom": [[-0.01, 0.26, -0.44], [0.47, 1.39, 0.27], [0.27, 0.45, -1.61], [0.35, -0.22, 0.03], [0.33, -0.14, -0.27], [0.03, 0.05, -0.01], [-0.05, 0.37, 0.06], [1.69, -1.07, 1.82], [0.09, 0.09, 0.60], [0.27, -0.16, -0.20], [-0.20, -0.80, -0.02], [-0.02, 0.31, 0.09], [-0.15, 0.30, -0.02], [0.02, 0.13, 0.21], [0.30, -0.16, 0.20], [0.33, 0.86, -0.50], [-0.29, 0.22, -0.26], [-0.17, -0.18, 0.10], [0.37, 0.07, -0.27], [-0.09, -0.33, 0.15], [-0.03, -0.34, 0.24], [0.16, 0.08, -0.11], [0.01, -0.01, -0.34], [0.15, 0.30, -0.06], [-0.09, 0.02, 0.32], [0.11, -0.03, -0.09], [-0.08, -0.09, 0.31], [-0.76, -0.10, -0.43], [0.31, 0.05, 0.12], [-0.16, 0.25, -0.12], [-0.08, -0.43, 0.08], [0.29, 0.15, 0.20], [0.78, 0.70, -1.09], [-0.67, -0.05, -0.18], [-0.39, -0.11, 0.03], [-0.22, -0.01, 0.08], [0.19, 0.29, -0.17], [-0.26, -0.08, 0.18], [0.34, 0.19, -0.37], [0.21, 0.12, -0.05], [0.08, -0.28, -0.02], [-0.05, -0.15, 0.21], [-3.91, 3.31, 1.23], [0.12, 0.29, 0.16], [-0.59, 0.17, 0.21], [-0.41, -0.17, 0.43], [0.17, -0.21, 0.02], [-0.17, -0.06, 0.09], [-0.02, 0.13, 0.32], [-0.66, 0.09, 0.36], [0.21, 0.15, -0.20], [0.43, -0.51, 2.09], [0.28, -0.10, -0.53], [0.15, 0.20, 0.17], [-0.20, 0.36, -0.25], [0.12, 0.36, -0.18], [0.03, 0.30, 0.12], [-0.11, -0.41, 0.39], [0.20, -0.03, -0.13], [-0.27, -0.04, 0.10], [0.33, -0.01, -0.21], [-0.24, 0.23, -0.26], [0.04, 0.11, -0.24], [-1.59, -0.24, 0.22], [-0.07, 0.04, 0.15], [-0.02, 0.02, -0.35], [0.07, -0.18, -0.27], [0.11, -0.03, -0.13], [-0.46, -0.06, -0.12], [-0.23, 0.01, -0.11], [-0.17, -0.37, 0.22], [0.20, -0.78, -0.46], [0.19, -0.03, -0.16], [0.00, -0.16, -0.22], [-0.06, -0.28, 0.09], [0.14, -0.02, -0.01], [0.01, 0.36, -0.09], [0.21, -0.23, -0.34], [2.78, -4.14, -0.76]]}


(6)
{"formula": "C4H11N3O2", "method": "the ωB97M-V functional and the def2-TZVPD basis", "e_above_lowest_kcal_mol": 21.09, "smiles": "CN=C(N)N.CC(=O)O", "spin_multiplicity": 1, "charge": 0, "gap_ev": 9.595, "lumo_energy_ev": 0.8786, "e_homo_ev": -8.716, "species": ["N", "H", "H", "O", "O", "C", "H", "H", "H", "H", "N", "C", "H", "H", "H", "C", "N", "H", "H", "C"], "xyz": [[2.0497, 2.2804, -1.8005], [3.0253, -0.4334, 0.3855], [1.7686, 3.2499, -1.8496], [-1.1014, -1.4285, 1.7404], [-2.2610, -0.9102, -0.0929], [1.2137, 1.6354, -0.8817], [-0.8250, 1.3525, -0.6100], [-2.7846, -3.2698, 1.7848], [-0.4610, 2.0242, -2.0577], [-3.3285, -3.1308, 0.1419], [1.4936, 0.8957, 0.1168], [-2.4174, -3.1218, 0.7622], [-0.5305, -0.6668, 1.5476], [3.2303, 1.0288, 1.4351], [3.0581, 2.2754, -1.7951], [-1.9338, -1.7259, 0.7343], [-0.1265, 1.8750, -1.1120], [3.6415, 1.0139, -0.2331], [-1.8552, -3.9865, 0.4333], [2.8655, 0.6438, 0.4795]], "forces_ev_per_angstrom": [[-0.49, 0.93, -0.35], [0.02, -0.06, 0.66], [-0.18, 0.03, -0.38], [0.55, -0.54, 0.48], [0.07, 0.00, 0.00], [-0.21, -0.73, 0.63], [0.46, -0.29, 0.49], [0.28, -0.41, -0.06], [0.62, 0.07, 0.11], [0.33, 0.01, 0.12], [0.43, 0.10, 0.35], [-2.50, -0.31, 0.38], [-0.36, 0.23, -0.27], [-0.68, -0.20, 0.23], [-0.15, -0.72, 0.70], [0.97, 0.82, -0.92], [-0.67, 0.74, -1.01], [-0.53, 0.20, 0.08], [0.86, 0.41, 0.14], [1.18, -0.25, -1.39]]}


no.,electronic energy (eV)
1,-55486.301
2,-14462.809
3,-21792.688
4,-26137.358
5,-72288.323
6,-12891.915